10 unconnected molecules or ions with the total composition C18H58BN19O11, computed with ωB97M-V/def2-TZVPD.

Structure (ORCA input):
```
! wB97M-V def2-TZVPD RIJCOSX def2/J DEFGRID3
* xyz 0 1
C 3.444 -0.186 0.469
C 2.964 1.214 0.333
O 1.549 1.271 0.144
C 1.062 2.583 0.373
C 0.117 3.043 -0.687
O -1.243 2.813 -0.341
C -2.093 2.766 -1.489
B -3.580 3.063 -1.144
C -4.208 2.854 0.257
C -5.724 2.628 0.239
C -6.117 1.179 0.523
C -6.992 0.604 -0.543
N -7.222 -0.820 -0.305
H 3.047 -0.748 -0.364
H 4.514 -0.252 0.396
H 3.062 -0.644 1.366
H 3.221 1.786 1.218
H 3.438 1.700 -0.509
H 1.884 3.280 0.352
H 0.610 2.659 1.356
H 0.251 4.102 -0.870
H 0.349 2.511 -1.598
H -2.023 1.801 -1.975
H -1.764 3.494 -2.220
H -4.277 3.445 -2.037
H -3.720 2.062 0.805
H -4.016 3.757 0.827
H -6.117 2.881 -0.731
H -6.215 3.292 0.925
H -6.696 1.154 1.432
H -5.247 0.552 0.650
H -6.559 0.781 -1.524
H -7.945 1.109 -0.512
H -6.427 -1.233 0.166
H -7.374 -1.297 -1.178
N 7.212 -2.463 0.953
C 6.913 -1.444 1.825
N 7.182 -1.696 3.133
O 6.406 -0.405 1.434
H 7.618 -3.333 1.241
H 6.992 -2.319 -0.017
H 6.944 -0.986 3.799
H 7.559 -2.563 3.465
N 2.930 -4.094 -1.744
C 3.857 -3.276 -2.342
N 3.579 -2.888 -3.617
O 4.844 -2.923 -1.718
H 2.073 -4.392 -2.178
H 3.131 -4.394 -0.811
H 4.233 -2.281 -4.080
H 2.759 -3.177 -4.116
N -3.859 -1.276 2.575
C -4.677 -2.343 2.315
N -4.966 -3.137 3.390
O -5.121 -2.576 1.204
H -3.491 -1.069 3.483
H -3.628 -0.676 1.808
H -5.567 -3.923 3.230
H -4.617 -2.968 4.314
N 0.838 -1.962 -0.248
C -0.300 -2.567 -0.660
N -1.449 -2.171 -0.046
O -0.293 -3.434 -1.539
H 0.881 -1.244 0.460
H 1.688 -2.265 -0.684
H -2.312 -2.597 -0.333
H -1.465 -1.481 0.680
N 2.250 0.272 -4.907
C 2.693 -0.155 -6.130
N 1.873 0.136 -7.186
O 3.742 -0.760 -6.270
H 1.388 0.762 -4.770
H 2.826 0.068 -4.111
H 2.171 -0.168 -8.094
H 1.005 0.626 -7.095
N 4.811 5.700 1.497
C 3.456 5.736 1.662
N 3.005 6.470 2.723
O 2.695 5.146 0.911
H 5.455 6.172 2.102
H 5.167 5.164 0.729
H 2.014 6.509 2.867
H 3.610 6.959 3.354
N -1.949 4.106 2.904
C -2.807 5.113 3.248
N -3.093 5.998 2.237
O -3.285 5.222 4.361
H -1.559 3.995 1.984
H -1.720 3.436 3.614
H -3.720 6.751 2.450
H -2.707 5.926 1.315
N 3.408 -4.913 4.175
C 4.402 -4.092 3.704
N 4.289 -3.735 2.390
O 5.313 -3.715 4.421
H 2.645 -5.238 3.613
H 3.462 -5.192 5.135
H 4.993 -3.134 1.997
H 3.539 -4.040 1.802
N -4.610 -4.826 -3.814
C -3.669 -3.990 -3.258
N -2.680 -4.597 -2.544
O -3.728 -2.779 -3.398
H -4.590 -5.822 -3.716
H -5.347 -4.400 -4.343
H -1.962 -4.007 -2.124
H -2.632 -5.589 -2.415
*
```

The HOMO energy is -8.38 eV. The total energy is -2613.8297 Ha. Its structure (SMILES) is CCOCCOCBCCCCN.NC(N)=O.NC(N)=O.NC(N)=O.NC(N)=O.NC(N)=O.NC(N)=O.NC(N)=O.NC(N)=O.NC(N)=O. The frontier orbital gap comes out at 8.5569 eV.

Mulliken population analysis, charges in e, atoms 1 to 8: C -0.8851; C -0.2205; O -0.2037; C -0.3255; C -0.8874; O -0.0133; C -0.5998; B 0.2092